Record 1
This record from OMol25 describes a structure of composition C18H34NOPSTa. The level of theory is the ωB97M-V functional and the def2-TZVPD basis.

```
57
Properties=species:S:1:pos:R:3:forces:R:3
Ta 0.184 -0.487 1.279 -2.838 1.856 -0.535
C -1.297 3.524 1.546 0.020 0.011 -0.059
C -1.375 2.974 0.122 0.092 -0.281 0.103
C -2.751 2.354 -0.131 0.079 0.050 -0.044
P -0.038 1.723 -0.205 0.244 -0.381 -0.086
C 1.586 2.613 0.000 -0.233 0.028 0.098
C 2.125 2.374 1.416 -0.039 0.033 -0.132
C 1.552 4.109 -0.320 0.087 -0.027 -0.013
C -0.086 1.280 -2.019 -0.136 0.150 0.153
C 0.062 2.476 -2.961 0.105 -0.074 0.014
C -1.321 0.450 -2.416 0.146 0.025 0.043
H -2.148 4.183 1.724 -0.002 0.003 -0.027
H -0.393 4.103 1.727 -0.041 -0.059 0.067
H -1.349 2.707 2.264 -0.014 0.022 0.065
H -1.194 3.785 -0.588 0.012 -0.011 -0.038
H -2.861 1.428 0.437 -0.054 0.006 0.002
H -2.915 2.142 -1.184 -0.032 -0.034 0.009
H -3.525 3.050 0.193 0.002 -0.005 0.020
H 2.257 2.119 -0.711 -0.020 -0.032 -0.026
H 1.433 2.745 2.173 -0.006 -0.010 0.039
H 3.075 2.893 1.549 0.024 -0.052 0.036
H 2.316 1.310 1.605 0.061 0.003 0.032
H 0.952 4.659 0.403 0.054 0.010 -0.055
H 1.162 4.314 -1.315 -0.009 0.032 0.045
H 2.567 4.508 -0.275 -0.003 0.014 0.002
H 0.807 0.654 -2.121 -0.018 -0.048 0.056
H -0.715 3.221 -2.782 0.001 0.011 -0.033
H -0.050 2.125 -3.988 0.006 0.037 -0.012
H 1.037 2.954 -2.881 -0.019 0.013 -0.021
H -2.075 1.088 -2.874 -0.019 0.019 0.021
H -1.767 -0.059 -1.569 -0.070 -0.150 0.061
H -1.042 -0.305 -3.152 0.013 0.016 -0.006
C -1.203 0.247 2.567 1.368 -0.996 -0.546
H -2.271 0.041 2.592 0.013 0.014 -0.090
H -0.894 0.767 3.482 0.069 0.082 -0.081
C 2.837 -3.769 1.191 -0.188 0.245 -0.162
S 1.506 -2.802 1.927 0.735 -2.241 0.842
C 1.802 -3.243 3.646 -0.082 0.198 -0.145
O 2.029 -1.354 1.847 -0.133 0.909 -0.088
H 3.779 -3.311 1.488 -0.008 -0.009 0.069
H 2.715 -3.743 0.110 -0.022 0.031 0.020
H 2.762 -4.795 1.545 -0.070 0.012 0.022
H 1.685 -4.318 3.766 -0.029 -0.003 -0.069
H 1.067 -2.720 4.256 -0.019 0.014 -0.050
H 2.811 -2.921 3.903 0.022 -0.036 -0.005
N -0.797 -1.569 0.214 1.053 0.952 0.903
C -0.958 -2.663 -0.597 -0.014 -0.636 -0.687
C 0.098 -3.049 -1.446 -0.126 0.128 0.148
C -0.020 -4.146 -2.280 -0.005 -0.062 -0.041
C -1.189 -4.894 -2.287 0.007 -0.017 -0.003
C -2.240 -4.525 -1.458 -0.011 -0.054 -0.046
C -2.133 -3.424 -0.626 0.063 0.316 0.232
H 0.997 -2.438 -1.459 -0.006 -0.011 -0.024
H 0.797 -4.416 -2.938 0.007 0.012 0.018
H -1.282 -5.751 -2.940 -0.016 0.006 0.006
H -3.158 -5.098 -1.466 0.007 0.004 0.011
H -2.954 -3.127 0.015 -0.008 -0.032 -0.013
```
Positions in Å, forces in eV/Å.

Computed properties:
- Charge: +1
- Energy above the lowest of the compared OMol25 structures with the same formula, charge and spin: 0.9835 eV

***

Record 2
This record from OMol25 describes a cluster of 2 separate species, C14H27N3O4 in total. The level of theory is the ωB97M-V functional and the def2-TZVPD basis.

```
48
Properties=species:S:1:pos:R:3:forces:R:3
C -1.331 2.841 1.682 -0.281 -0.449 1.107
O -2.143 3.000 0.467 1.671 0.879 0.311
C -1.399 3.653 -0.624 1.961 -0.025 -0.191
C -0.397 2.570 -1.338 0.376 1.030 -0.493
C -1.128 1.502 -2.344 0.320 0.034 0.529
C -1.212 -0.037 -1.786 -1.900 -0.542 -1.578
N -0.028 -0.488 -0.960 1.692 -0.377 1.461
C 1.299 -0.478 -1.693 0.765 -2.211 7.565
C 2.271 -0.959 -0.463 -3.025 1.392 -2.518
O 3.731 -1.098 -0.568 -3.281 1.864 0.372
N 1.420 -1.191 0.767 -2.475 0.788 -2.493
C 1.776 -1.599 2.180 1.111 0.127 1.177
C 2.971 -2.714 2.303 0.241 -0.291 1.038
C 3.922 -2.220 3.586 -1.479 -0.003 -0.322
O 4.709 -1.008 3.261 -0.556 -1.535 -1.152
C -0.041 -0.904 0.499 3.340 1.063 -4.861
C -1.375 -0.943 1.452 -0.217 0.005 0.671
C -1.832 -2.445 1.941 -0.253 -3.030 -2.704
N -2.004 -3.507 1.071 0.898 5.150 3.548
H -0.549 3.690 1.874 -1.474 -1.413 -0.667
H -2.069 2.835 2.612 1.415 0.051 -2.085
H -0.759 1.805 1.721 -1.002 2.033 -0.348
H -0.700 4.496 -0.149 -1.528 -1.636 -0.981
H -2.067 4.173 -1.434 0.786 -1.319 1.877
H 0.354 3.202 -2.017 -1.569 -1.260 1.534
H 0.260 2.094 -0.495 -1.220 0.661 -1.556
H -2.244 1.866 -2.506 2.482 -0.980 -0.120
H -0.504 1.467 -3.350 -1.783 0.066 1.981
H -2.262 -0.241 -1.254 2.633 0.462 -0.850
H -1.231 -0.741 -2.750 -0.298 1.648 1.794
H 1.578 -0.210 -2.798 -1.092 -0.595 2.499
H 4.052 -0.205 -0.933 -0.766 -1.821 0.752
H 0.842 -2.033 2.748 1.649 0.983 -1.588
H 2.097 -0.605 2.746 -0.519 -2.141 -1.210
H 3.601 -2.883 1.331 -1.221 0.627 1.796
H 2.503 -3.770 2.583 0.936 2.302 -0.616
H 3.138 -1.876 4.417 1.884 -0.739 -1.623
H 4.553 -3.102 4.031 -0.967 1.778 -1.080
H 5.003 -1.007 2.297 -0.649 -0.432 1.880
H -1.221 -0.280 2.428 0.007 -1.385 -2.214
H -2.331 -0.472 0.913 2.493 -0.924 0.780
H -2.057 -2.612 3.101 0.536 0.406 -2.757
H -1.794 -3.166 0.105 -0.090 -0.245 0.746
C -3.455 0.693 -4.925 -0.731 0.593 -0.197
O -2.560 -0.261 -4.714 1.112 -0.797 0.655
H -3.860 0.788 -5.947 0.025 -0.210 -0.636
H -4.388 0.649 -4.338 -0.502 -0.316 0.546
H -3.140 1.732 -4.732 0.543 0.732 0.219
```
Positions in Å, forces in eV/Å.

Computed properties:
- Charge: 0
- Energy above the lowest of the compared OMol25 structures with the same formula, charge and spin: 17.7271 eV

***

Record 3
This record from OMol25 describes a structure of composition C2H4O2P. The level of theory is the ωB97M-V functional and the def2-TZVPD basis.

```
9
Properties=species:S:1:pos:R:3:forces:R:3
C -0.099 0.829 -0.034 -0.651 1.435 -1.137
C -0.569 -0.631 0.131 -0.082 -0.322 -3.171
O -3.164 -0.559 -0.597 -2.492 -1.528 -3.374
O -1.421 1.407 -0.089 -0.124 -0.208 0.180
P -2.348 -0.016 0.460 2.764 1.963 3.799
H 0.457 1.307 0.852 -0.373 -0.960 -1.153
H 0.377 1.195 -1.055 -0.127 -1.054 1.991
H -0.771 -1.153 -0.915 0.560 1.277 1.690
H 0.061 -1.329 0.619 0.526 -0.603 1.175
```
Positions in Å, forces in eV/Å.

Computed properties:
- Charge: -1
- Energy above the lowest of the compared OMol25 structures with the same formula, charge and spin: 1.2014 eV

***

Record 4
This record from OMol25 describes a structure of composition C49H44BrFN11O8S3SeY. The level of theory is the ωB97M-V functional and the def2-TZVPD basis.

```
119
Properties=species:S:1:pos:R:3:forces:R:3
Y -0.926 0.947 -0.087 -0.335 -0.490 -0.455
C 3.197 3.427 -3.354 -0.062 -0.118 0.103
S 3.504 2.166 -2.091 0.058 -0.071 0.015
C 1.955 1.373 -1.880 -0.264 -0.170 -0.407
S 1.850 0.325 -0.527 0.135 0.242 0.076
N 1.034 1.577 -2.791 0.383 0.453 -0.182
N -0.228 1.230 -2.456 0.223 -0.400 0.064
C -1.037 0.964 -3.404 -0.019 -0.035 -0.019
C -2.435 0.694 -3.083 -0.133 -0.021 0.040
C -3.302 0.218 -4.061 0.042 0.016 -0.062
C -4.622 -0.028 -3.735 -0.064 0.001 0.048
C -5.047 0.218 -2.438 0.048 -0.018 -0.131
C -4.120 0.688 -1.522 -0.050 0.010 0.069
N -2.844 0.923 -1.822 0.001 -0.073 -0.136
H 4.098 3.518 -3.958 -0.015 -0.006 0.016
H 2.358 3.101 -3.963 0.015 0.044 -0.064
H 2.975 4.379 -2.877 -0.024 0.003 -0.024
H -0.708 0.897 -4.438 0.045 0.174 -0.027
H -2.930 0.047 -5.063 -0.009 0.011 0.014
H -5.314 -0.401 -4.480 0.026 0.018 0.005
H -6.074 0.058 -2.142 0.018 0.007 0.025
H -4.405 0.911 -0.502 0.066 0.000 0.006
F 2.907 -3.038 -3.914 0.015 -0.006 -0.079
C 2.221 -3.447 -2.821 -0.020 -0.025 -0.050
C 1.223 -2.664 -2.324 -0.021 0.174 -0.059
C 0.498 -3.099 -1.220 0.025 -0.175 0.082
C -0.522 -2.206 -0.663 -0.021 -0.206 0.053
O -0.790 -1.164 -1.264 -0.064 0.099 -0.274
C -1.114 -2.625 0.571 -0.004 0.168 0.068
C -0.803 -3.842 1.072 0.196 -0.070 0.002
N 0.078 -4.715 0.503 -0.174 -0.058 -0.022
C 0.247 -6.031 1.072 0.123 0.100 -0.014
C -0.183 -7.215 0.255 0.009 -0.068 -0.091
C -0.977 -6.798 1.457 -0.098 -0.024 0.051
C 0.790 -4.331 -0.624 0.005 0.052 0.020
C 1.832 -5.108 -1.144 0.055 -0.082 0.096
C 2.561 -4.667 -2.233 0.007 -0.038 0.023
N 3.647 -5.471 -2.702 0.007 -0.037 -0.072
C 3.285 -6.649 -3.469 0.139 0.180 0.012
C 4.428 -7.647 -3.416 -0.179 0.031 0.017
N 5.667 -6.978 -3.953 -0.079 0.043 0.127
C 5.998 -5.729 -3.174 -0.062 0.170 0.071
C 4.805 -4.797 -3.266 -0.045 -0.166 0.084
C -2.120 -1.765 1.312 -0.246 -0.105 0.001
O -2.690 -2.268 2.280 -0.002 0.070 -0.059
O -2.327 -0.607 0.824 -0.209 -0.275 0.168
H 0.990 -1.698 -2.757 0.031 -0.041 0.036
H -1.270 -4.158 1.995 -0.046 -0.035 -0.042
H 1.125 -6.138 1.698 0.004 0.001 -0.002
H 0.411 -8.119 0.308 0.001 0.034 0.040
H -0.609 -7.010 -0.718 -0.004 0.037 0.037
H -0.927 -7.407 2.348 0.035 0.033 -0.006
H -1.937 -6.330 1.287 0.041 -0.003 -0.025
H 2.121 -6.036 -0.668 -0.012 0.031 -0.002
H 3.067 -6.402 -4.523 -0.061 -0.009 -0.007
H 2.394 -7.106 -3.045 -0.013 -0.035 0.012
H 4.227 -8.534 -4.013 0.062 -0.001 -0.063
H 4.637 -7.930 -2.388 0.081 -0.018 0.019
H 5.487 -6.704 -4.921 0.055 -0.033 -0.088
H 6.454 -7.622 -3.957 0.053 -0.051 0.003
H 6.896 -5.287 -3.599 0.009 -0.048 -0.064
H 6.180 -6.027 -2.144 0.030 -0.082 0.001
H 4.659 -4.504 -4.316 -0.004 0.045 -0.001
H 5.019 -3.893 -2.701 0.010 0.037 0.005
O 4.060 9.879 -2.013 -0.003 -0.008 0.147
S 3.831 9.178 -0.764 0.085 -0.134 -0.256
O 3.538 7.764 -0.938 -0.048 0.081 0.098
O 1.981 10.009 -0.277 -0.504 -0.150 -0.196
C 0.938 9.517 -0.849 0.319 0.258 0.191
N 0.166 10.334 -1.619 -0.040 -0.027 -0.122
C -0.799 9.763 -2.314 0.102 0.060 0.084
C -1.076 8.400 -2.283 -0.046 -0.095 -0.014
C -0.317 7.670 -1.377 -0.006 0.100 -0.094
N 0.641 8.214 -0.650 0.124 -0.061 0.066
C -0.482 6.207 -1.180 -0.004 -0.032 0.025
C -1.668 5.525 -1.428 0.027 -0.017 -0.092
C -1.705 4.156 -1.239 0.096 -0.016 -0.089
N -0.658 3.445 -0.811 -0.479 -0.045 0.264
C 0.472 4.112 -0.545 0.130 -0.117 -0.065
C 0.610 5.471 -0.727 0.026 0.074 -0.040
H -1.387 10.427 -2.945 0.007 -0.027 0.012
H -1.813 7.947 -2.933 -0.013 0.053 0.077
H -2.555 6.048 -1.763 0.006 -0.001 0.022
H -2.612 3.597 -1.446 -0.023 0.002 0.042
H 1.302 3.522 -0.176 -0.023 -0.027 0.021
H 1.543 5.987 -0.529 -0.036 -0.040 0.014
C -2.357 2.099 4.707 -0.062 0.014 0.020
N -3.314 1.194 4.096 0.117 0.026 0.125
C -3.674 1.175 2.796 -0.080 0.013 0.176
Se -3.108 2.350 1.491 -0.362 0.531 0.053
N -4.607 0.211 2.663 0.021 -0.165 0.038
C -4.812 -0.446 3.868 0.076 0.047 -0.150
C -5.612 -1.514 4.230 -0.021 -0.069 -0.028
C -5.547 -1.929 5.551 -0.005 0.004 -0.019
C -4.717 -1.290 6.477 0.017 0.026 -0.018
C -3.928 -0.210 6.112 -0.008 0.025 0.092
C -3.994 0.195 4.789 0.116 0.060 -0.071
H -1.978 2.768 3.940 0.012 -0.005 -0.050
H -1.531 1.535 5.137 0.020 -0.040 -0.008
H -2.847 2.685 5.485 -0.011 -0.014 0.003
H -4.853 -0.146 1.757 0.023 -0.011 -0.074
H -6.246 -2.014 3.510 0.037 0.002 0.025
H -6.147 -2.771 5.873 0.010 0.029 -0.012
H -4.684 -1.652 7.496 -0.019 0.035 -0.013
H -3.289 0.292 6.827 -0.002 -0.037 -0.033
Br 2.815 2.995 7.664 -0.034 -0.005 -0.022
C 2.063 2.449 6.008 0.030 0.027 0.036
C 1.920 1.095 5.750 -0.028 -0.029 -0.027
C 1.379 0.700 4.536 -0.018 -0.031 0.025
C 0.990 1.649 3.600 -0.048 -0.003 -0.032
C 1.145 3.003 3.875 0.022 0.014 0.012
C 1.682 3.412 5.087 -0.014 -0.011 0.002
C 0.365 1.212 2.313 0.156 -0.033 0.035
O 0.132 0.003 2.100 -0.059 0.014 -0.196
O 0.068 2.106 1.458 0.668 0.543 1.050
H 2.222 0.367 6.491 0.013 0.009 -0.026
H 1.245 -0.348 4.297 -0.004 0.025 0.021
H 0.839 3.727 3.131 0.003 -0.003 0.016
H 1.801 4.462 5.316 0.019 -0.008 -0.027
```
Positions in Å, forces in eV/Å.

Computed properties:
- Charge: 0
- Energy above the lowest of the compared OMol25 structures with the same formula, charge and spin: 3.6419 eV

***

Record 5
This record from OMol25 describes an isolated molecule of CH2Br3PS. The level of theory is the ωB97M-V functional and the def2-TZVPD basis.

```
8
Properties=species:S:1:pos:R:3:forces:R:3
C -1.686 -1.167 0.308 -0.954 0.462 0.413
P 1.598 1.697 -0.752 0.698 -0.616 0.199
S 0.758 0.149 -1.729 0.650 0.642 -0.121
Br -0.101 -1.959 -0.097 0.111 -0.043 0.358
Br 3.460 0.989 0.528 -0.928 0.161 -0.720
Br 0.243 2.186 0.939 -0.198 0.046 0.226
H -1.696 -0.184 0.839 0.088 -1.223 -0.620
H -2.576 -1.712 -0.036 0.534 0.571 0.264
```
Positions in Å, forces in eV/Å.

Computed properties:
- Charge: 0
- Energy above the lowest of the compared OMol25 structures with the same formula, charge and spin: 2.9908 eV

***

These records have electronic energy values of -1632.5489; -1014.3358; -570.4663; -9406.2829; -8500.8294 a.u., in the order they appear.